# C61H45Cl3N5O4Pd

C61H45Cl3N5O4Pd as an isolated structure at a distorted geometry (ωB97M-V with the def2-TZVPD basis set, OMol25).

Calculated values
LUMO level (alpha / beta): 1.6 / 1.6 eV
charge: -1
frontier orbital gap (alpha / beta): 0.1869 / 0.1869 Ha
maximum force: 1.88 eV/Å

Each line ends with the Löwdin charge.
Element x y z (Å)
Pd -0.4331 -0.3038 -0.6214  1.00
C 0.1114 7.8059 4.5715  -0.10
O 0.3172 7.6873 3.1774  -0.09
C 0.1545 6.4427 2.6331  -0.29
C 0.1273 6.3751 1.2418  -0.01
C -0.0367 5.1568 0.6130  -0.03
C -0.1905 3.9663 1.3388  -0.18
C -0.1353 4.0586 2.7262  -0.02
C 0.0354 5.2783 3.3778  -0.02
C -0.4343 2.6662 0.6833  -0.10
C 0.0354 1.4924 1.2964  -0.26
C 1.3142 1.3410 1.9321  -0.02
C 1.6952 0.0926 2.2875  -0.01
C 0.6832 -0.9544 2.4061  -0.23
N -0.8317 0.4086 1.2880  -0.09
C 0.7820 -2.2826 2.4046  -0.08
C 1.8169 -3.0701 1.5880  -0.29
C 3.1006 -2.3752 1.1443  -0.02
C 3.2163 -1.7918 -0.0458  0.00
C 2.0474 -1.6107 -0.9459  -0.29
C 2.2327 -1.0742 -2.1928  -0.12
C 3.5290 -0.4692 -2.6339  -0.21
C 3.8342 0.8465 -2.2976  -0.01
C 5.0129 1.4604 -2.7174  -0.02
C 5.9093 0.7467 -3.5027  -0.29
O 7.0912 1.2549 -3.9771  -0.10
C 7.3405 2.6233 -3.7345  -0.10
C 5.6300 -0.5707 -3.8433  -0.01
C 4.4556 -1.1644 -3.4104  -0.03
C 1.0981 -0.8681 -3.0701  -0.23
N -0.1067 -0.5575 -2.5899  -0.01
C -0.9077 -0.1309 -3.6194  -0.25
C -1.9410 0.8033 -3.4543  -0.05
C -2.7387 1.1333 -4.6671  -0.19
C -2.7540 2.3984 -5.2378  -0.03
C -3.4910 2.6736 -6.3877  -0.02
C -4.2313 1.6609 -6.9849  -0.29
O -5.0005 1.8280 -8.1021  -0.09
C -5.0945 3.1359 -8.6284  -0.10
C -4.2015 0.3783 -6.4478  0.00
C -3.4607 0.1243 -5.3090  -0.02
C -2.0386 1.6016 -2.3036  -0.24
C -2.7163 2.8618 -2.1504  -0.03
C -2.2131 3.4586 -1.0298  -0.02
C -1.2777 2.5378 -0.4424  -0.23
N -1.2463 1.4227 -1.2090  -0.01
C -0.1962 -0.3449 -4.8455  -0.02
C 1.0648 -0.7593 -4.4990  -0.02
N 0.8339 -2.0865 -0.5125  -0.07
C -0.4451 -3.0652 2.7769  -0.18
C -1.5680 -3.0831 1.9587  -0.05
C -2.7400 -3.7243 2.3356  -0.01
C -2.8056 -4.3633 3.5681  -0.28
O -3.9340 -4.9719 4.0474  -0.09
C -5.1508 -4.6367 3.4068  -0.09
C -1.6803 -4.4088 4.3788  0.01
C -0.5191 -3.7677 3.9817  -0.03
H 0.1473 8.8681 4.7985  0.09
H 0.8927 7.2946 5.1398  0.09
H -0.8617 7.4036 4.8645  0.09
H 0.2544 7.2897 0.6746  0.11
H -0.0264 5.1113 -0.4697  0.12
H -0.2552 3.1579 3.3170  0.12
H 0.0576 5.2986 4.4578  0.10
H 2.0064 2.1723 1.9741  0.12
H 2.7290 -0.1225 2.5159  0.11
H 3.9622 -2.4503 1.8025  0.11
H 4.1693 -1.3808 -0.3562  0.11
H 3.1309 1.3991 -1.6850  0.12
H 5.2081 2.4838 -2.4305  0.10
H 8.2739 2.8592 -4.2392  0.09
H 7.4498 2.8299 -2.6664  0.09
H 6.5425 3.2521 -4.1375  0.09
H 6.3491 -1.1145 -4.4441  0.11
H 4.2513 -2.1966 -3.6731  0.12
H -2.1488 3.1815 -4.7980  0.12
H -3.4574 3.6672 -6.8098  0.10
H -5.7993 3.0851 -9.4540  0.09
H -4.1291 3.4884 -9.0021  0.09
H -5.4655 3.8413 -7.8801  0.09
H -4.7676 -0.4042 -6.9374  0.12
H -3.4381 -0.8763 -4.8935  0.12
H -3.4514 3.2722 -2.8249  0.10
H -2.4798 4.4278 -0.6381  0.10
H -0.5721 -0.1325 -5.8346  0.10
H 1.8860 -0.9831 -5.1640  0.10
H -1.5336 -2.5685 1.0063  0.10
H -3.5898 -3.7001 1.6683  0.10
H -5.9493 -4.9914 4.0542  0.09
H -5.2404 -5.1236 2.4316  0.09
H -5.2399 -3.5555 3.2737  0.09
H -1.7364 -4.9329 5.3249  0.12
H 0.3357 -3.7909 4.6422  0.10
Cl -3.5436 -0.3616 1.4094  0.72
C -2.9715 -0.3684 3.0507  -0.56
C -3.9632 -0.3584 4.0171  -0.14
C -3.6567 -0.4944 5.3612  -0.11
C -2.3276 -0.6212 5.7198  -0.13
C -1.3338 -0.5737 4.7552  -0.55
Cl 0.3063 -0.5890 5.3536  0.73
C -1.6024 -0.4489 3.3792  -0.25
N -0.6103 -0.3703 2.4408  -0.09
H -4.9916 -0.2702 3.6905  0.09
H -4.4372 -0.4942 6.1105  0.10
H -2.0350 -0.7198 6.7568  0.09
Cl 4.0121 -7.9384 4.4492  0.62
C 3.3213 -6.5564 3.6310  -0.67
C 3.2399 -5.3409 4.2926  -0.10
C 2.7087 -4.2497 3.6259  -0.04
C 2.2537 -4.3420 2.3105  -0.16
C 1.0491 -3.3080 0.2532  -0.17
C 2.3424 -5.5767 1.6801  0.00
C 2.8695 -6.6862 2.3337  -0.10
H 3.5863 -5.2553 5.3142  0.10
H 2.6398 -3.2924 4.1348  0.12
H 0.1085 -3.8173 0.4374  0.10
H 1.6636 -3.9750 -0.3640  0.12
H 1.9868 -5.6948 0.6658  0.11
H 2.9313 -7.6435 1.8335  0.10

Atoms 1-6, force components in eV/Å:
Pd 0.1067 -0.7806 0.0250
C 0.0664 -0.0143 -0.0978
O -0.0926 0.1022 0.1085
C 0.0351 -0.0907 0.0389
C 0.0290 -0.0431 -0.0377
C 0.0397 0.0770 -0.0384